ORCA calculation (ωB97M-V/def2-TZVPD) on C16H28ClCuN4O4 as an isolated structure in a non-equilibrium geometry.

```
54
Properties=species:S:1:pos:R:3:forces:R:3:lowdin_charge:R:1
Cu 1.3373 -4.5092 1.1417 -1.44 1.19 -0.44 0.668
Cl -0.2499 -1.2857 1.8504 1.07 1.18 -0.20 0.669
O -1.2919 -1.0293 2.7864 -0.22 -0.37 0.00 -0.304
O 0.9259 -0.5227 2.1595 -0.06 -0.04 0.09 -0.337
O 0.1291 -2.7066 1.9165 -0.02 -0.91 -0.27 -0.421
O -0.6761 -0.9302 0.5084 -0.19 -0.75 0.21 -0.367
C -2.0072 -2.3031 -3.2894 0.91 0.11 -0.13 -0.094
C -2.5972 -1.9156 -1.9511 -0.76 0.40 0.06 -0.259
C -2.7092 -3.0580 -0.9447 -1.12 -0.54 -0.47 -0.163
C -1.4829 -3.7977 -0.7180 -0.16 0.58 0.52 -0.184
N -0.5191 -4.3658 -0.4886 1.19 -0.53 0.49 0.172
H -2.5688 -3.0550 -3.8440 -0.12 -0.12 0.28 0.080
H -0.9867 -2.6709 -3.1296 -0.10 -0.19 -0.15 0.061
H -1.8910 -1.4590 -3.9720 -0.18 0.17 0.20 0.077
H -3.6125 -1.5334 -2.1007 -0.02 -0.13 0.04 0.117
H -2.0833 -1.0938 -1.4525 0.37 -0.15 -0.25 0.063
H -3.4383 -3.8109 -1.2772 0.16 0.06 -0.33 0.131
H -3.1826 -2.7110 -0.0256 0.67 0.09 0.32 0.134
C -2.0334 2.9414 -2.6170 0.54 -0.74 -0.31 -0.094
C -2.0322 1.6347 -1.8445 -1.55 -0.93 0.87 -0.265
C -2.2585 1.7874 -0.3204 1.15 0.62 -0.17 -0.189
C -3.3470 2.6987 0.0170 -0.20 -0.04 0.13 -0.235
N -4.2074 3.4040 0.3055 0.10 -0.06 -0.13 0.142
H -1.6010 2.7366 -3.5985 0.10 0.25 -0.01 0.072
H -1.4068 3.6616 -2.0921 -0.16 0.29 -0.17 0.082
H -3.0387 3.3065 -2.8063 -0.02 0.23 0.36 0.077
H -1.1494 1.0098 -1.9771 0.21 0.27 -0.09 0.081
H -2.8791 0.9948 -2.1257 0.16 0.16 -0.62 0.099
H -1.3261 2.2126 0.0719 -0.21 0.07 0.30 0.122
H -2.3819 0.8411 0.2026 -0.11 -0.08 -0.15 0.094
C 2.3674 -1.6617 -2.8436 -0.39 -1.63 0.42 -0.105
C 1.4869 -0.9135 -1.8448 0.92 0.92 -0.54 -0.249
C 1.8489 0.5847 -1.8714 -0.87 0.17 -0.39 -0.195
C 3.1636 0.9336 -1.3484 -0.02 -0.23 0.08 -0.231
N 4.1996 1.2064 -0.9383 0.12 -0.02 -0.15 0.148
H 2.4857 -1.2341 -3.8384 0.09 0.58 0.25 0.077
H 1.8922 -2.6295 -3.0612 0.08 -0.01 0.14 0.062
H 3.3273 -1.9268 -2.3988 0.19 0.35 -0.25 0.075
H 1.6330 -1.2204 -0.8108 -0.19 -0.50 -0.11 0.097
H 0.4454 -1.0351 -2.1385 -0.10 0.16 0.27 0.078
H 1.0871 1.1552 -1.3343 0.15 0.05 0.14 0.101
H 1.8036 0.9177 -2.9130 0.05 0.13 0.06 0.118
C 3.0103 1.4520 5.8215 -1.67 -0.84 0.56 -0.102
C 1.7603 1.4347 4.9266 0.59 0.42 -0.61 -0.251
C 1.9069 2.4142 3.7475 -0.31 0.27 -0.14 -0.194
C 2.9916 2.0141 2.8463 -0.74 0.56 0.88 -0.250
N 3.8453 1.7107 2.1555 0.87 -0.37 -0.58 0.155
H 2.9633 2.3315 6.4642 0.74 0.40 -0.49 0.072
H 3.9038 1.2453 5.2436 0.31 0.40 0.24 0.070
H 2.8455 0.6580 6.5595 0.41 -0.22 -0.20 0.069
H 0.8960 1.7116 5.5285 -0.16 -0.13 -0.17 0.108
H 1.6161 0.4689 4.4478 -0.18 -0.25 0.38 0.089
H 2.0686 3.4359 4.1028 0.26 -0.06 -0.04 0.117
H 1.0178 2.4753 3.1129 -0.15 -0.23 0.25 0.111
```
Forces are in eV/Å.

Output
Gap between HOMO and LUMO   7.95 eV
Energy relative to the best compared isomer or geometry (same formula, charge and spin)   214.7 kJ/mol
Multiplicity   1
LUMO   -0.0876 hartree
Max |F|   0.039 hartree/bohr

=====

ORCA calculation (ωB97M-V/def2-TZVPD) on C16H28ClOSnYb as an isolated structure in a non-equilibrium geometry.

```
48
Properties=species:S:1:pos:R:3:forces:R:3:mulliken_spin:R:1
Yb 0.9393 -0.7213 -1.3377 0.21 0.00 1.48 0.989
Cl -1.2191 -2.1495 -1.6636 -0.24 0.07 0.10 -0.001
C 2.0022 -1.8308 0.3982 -0.15 -0.09 -0.50 0.004
H 2.6830 -1.1606 0.9372 -0.08 -0.27 0.00 -0.001
H 2.5068 -2.7898 0.2129 -0.01 0.22 0.03 0.000
H 1.1437 -2.0301 1.0579 0.15 0.03 0.08 -0.001
Sn -0.0150 -2.9360 -3.6859 0.92 -0.30 -0.81 0.000
C -0.0351 -5.0381 -3.2951 -0.06 0.32 0.05 0.000
C -1.4453 -2.4173 -5.1916 0.12 0.01 0.32 0.000
C 1.7810 -1.8269 -3.4516 -0.34 0.54 0.19 0.003
H -1.5344 -1.3249 -5.2407 -0.11 -0.36 -0.10 0.000
H -1.0889 -2.8203 -6.1473 -0.20 0.15 0.19 0.000
H -2.3936 -2.8848 -4.8962 0.18 0.25 -0.28 0.000
H 0.6434 -5.2568 -2.4611 -0.27 -0.06 -0.26 0.000
H -1.0734 -5.2953 -3.0477 0.39 -0.17 -0.05 0.000
H 0.2931 -5.5480 -4.2093 -0.12 -0.01 0.31 0.000
H 2.6665 -2.4818 -3.3414 -0.56 0.19 0.11 0.000
H 1.9592 -1.1513 -4.3102 -0.27 -0.39 0.23 0.000
C -3.5510 -0.1656 2.4297 -0.01 -0.13 -0.05 0.000
C -2.5012 0.2457 1.3974 0.08 -0.41 0.05 0.000
C -3.1509 1.1327 0.3281 0.06 0.08 0.00 0.000
C -1.3018 0.9249 2.0323 0.73 0.24 -0.61 0.001
C -1.2973 1.3732 3.3443 0.03 0.38 -0.01 0.000
C -0.2311 2.1175 3.8522 0.13 0.11 0.19 0.002
C 0.8285 2.4866 3.0257 -0.37 0.21 0.14 0.000
C 0.8671 2.0804 1.7004 -0.36 -0.74 -0.43 0.002
C 2.0204 2.4927 0.7853 -0.33 -0.09 0.32 -0.001
C 2.2068 4.0124 0.7473 -0.12 0.03 -0.10 0.000
C 3.2993 1.7913 1.2315 0.19 -0.19 -0.04 0.001
C -0.1281 1.1606 1.2393 0.02 1.18 2.21 0.002
O 0.0789 0.5054 0.1422 0.17 -0.89 -2.82 0.001
H -4.0124 0.7179 2.8903 0.06 -0.19 -0.05 0.000
H -3.1068 -0.7832 3.2167 -0.10 0.09 -0.05 0.000
H -4.3446 -0.7515 1.9537 0.08 0.12 0.04 0.000
H -2.1496 -0.6639 0.8821 -0.03 0.16 0.18 0.000
H -3.5202 2.0631 0.7805 0.10 -0.15 -0.13 0.000
H -2.4361 1.3797 -0.4634 -0.08 0.05 0.12 0.000
H -4.0003 0.6132 -0.1300 0.09 0.07 0.05 0.000
H -2.1605 1.1717 3.9773 0.28 0.06 -0.07 0.000
H -0.2443 2.4417 4.8924 0.00 -0.09 -0.23 0.000
H 1.6367 3.1155 3.4083 -0.29 -0.15 -0.01 0.000
H 1.7677 2.1709 -0.2366 0.04 0.01 0.18 0.000
H 2.4705 4.4105 1.7343 -0.03 -0.07 -0.18 0.000
H 3.0010 4.2816 0.0425 -0.01 -0.02 0.13 0.000
H 1.2871 4.5053 0.4126 0.12 -0.05 0.12 0.000
H 3.1501 0.7051 1.2631 0.08 0.31 0.07 0.000
H 4.1341 2.0015 0.5533 -0.03 0.04 0.10 0.000
H 3.5742 2.1268 2.2406 0.00 -0.10 -0.22 0.000
```
Forces are in eV/Å.

Output
Gap between HOMO and LUMO (spin up / spin down)   6.88 / 6.84 eV
Multiplicity   2
LUMO (spin up / spin down)   -0.0144 / -0.0159 hartree
Max |F|   0.058 hartree/bohr
<S²>   0.751

=====

ORCA calculation (ωB97M-V/def2-TZVPD) on C16H28FeN8OS2 as an isolated structure.

```
56
Properties=species:S:1:pos:R:3:forces:R:3:mulliken_spin:R:1
Fe 0.5479 0.3419 -1.3768 -0.19 -0.24 -0.03 4.114
C 2.6078 -4.6084 -1.0266 0.01 -0.01 -0.01 0.002
C 1.3414 -4.0463 -1.5440 -0.02 -0.06 -0.05 0.000
N 0.2848 -4.7080 -1.8961 0.11 -0.09 0.04 0.005
N -0.6212 -3.7796 -2.3037 0.03 0.08 -0.06 0.015
C -0.1612 -2.5457 -2.2121 0.00 0.04 0.03 -0.005
S -0.8763 -1.0430 -2.6171 -0.09 0.04 -0.05 0.232
N 1.0900 -2.6900 -1.7276 -0.08 0.07 0.05 -0.009
N 1.8709 -1.5571 -1.4820 0.04 -0.12 -0.17 0.066
H 2.5290 -5.6929 -1.0300 0.00 0.00 0.00 0.000
H 2.7982 -4.2808 -0.0029 0.01 0.00 0.00 0.000
H 3.4510 -4.3201 -1.6562 0.00 0.00 0.00 0.000
H -1.5207 -4.0813 -2.6568 0.01 0.00 -0.01 -0.002
H 2.4350 -1.6992 -0.6467 -0.07 0.04 0.05 0.000
H 2.5049 -1.4039 -2.2685 0.07 -0.07 0.06 0.002
C 3.7212 2.4603 0.0460 0.02 0.01 -0.02 0.003
C 2.8440 2.2074 -1.1277 -0.04 0.11 -0.13 -0.001
O 2.3574 1.0445 -1.3422 0.05 0.04 0.17 0.097
N 2.5502 3.1779 -1.9616 0.02 -0.03 0.03 0.017
C 1.7470 2.9515 -3.1625 -0.07 -0.08 0.01 -0.003
C 0.2620 3.0568 -2.9076 0.05 -0.04 -0.01 0.003
C -0.4566 4.1183 -3.4213 0.01 -0.01 -0.03 0.005
C -1.8276 4.1909 -3.2177 -0.02 -0.01 0.01 0.005
C -2.4457 3.1886 -2.4882 0.02 0.01 0.01 -0.004
C -1.6693 2.1642 -1.9907 0.00 0.04 0.05 -0.013
N -0.3398 2.0814 -2.1876 -0.04 0.00 -0.03 0.089
H 4.2403 1.5455 0.3190 0.00 0.00 0.00 -0.001
H 3.0942 2.7707 0.8858 0.01 -0.03 0.02 0.002
H 4.4454 3.2484 -0.1510 -0.01 0.02 0.01 0.001
H 2.9199 4.1026 -1.7838 0.06 -0.02 -0.04 0.000
H 1.9911 1.9583 -3.5395 0.03 0.05 -0.07 0.006
H 2.0518 3.6729 -3.9157 -0.03 0.03 0.03 0.000
H 0.0547 4.8795 -3.9949 0.00 0.00 0.00 0.001
H -2.3999 5.0135 -3.6257 0.00 0.00 0.00 0.000
H -3.5100 3.1972 -2.3026 -0.01 0.00 0.00 0.000
H -2.1192 1.3713 -1.4071 0.00 0.00 0.00 0.007
C -0.4487 -1.2196 5.5197 -0.01 -0.03 0.02 0.002
C -0.4077 -1.8207 4.1284 -0.04 0.05 0.04 0.001
N -0.1169 -0.8050 3.0866 0.00 0.04 -0.02 0.021
C -0.8507 -0.4208 2.0648 -0.14 -0.38 -0.35 0.001
S 0.0118 0.4846 0.8052 0.31 0.54 0.41 0.322
N -2.1445 -0.6130 1.9240 0.00 0.03 0.02 0.017
C -3.1606 -0.8834 2.9704 -0.02 -0.07 -0.01 -0.001
C -4.3912 -0.0394 2.7012 -0.01 0.00 0.00 0.000
H -0.5779 -2.0165 6.2504 -0.01 0.00 0.00 0.000
H -1.2709 -0.5142 5.6375 0.01 0.01 -0.01 0.000
H 0.4829 -0.7051 5.7557 0.00 0.00 0.00 0.000
H -1.3338 -2.3220 3.8647 0.02 -0.02 0.00 0.000
H 0.3919 -2.5578 4.0484 0.00 0.01 0.02 0.000
H 0.8122 -0.4089 3.1200 0.01 -0.03 -0.02 0.000
H -2.5252 -0.3612 1.0240 0.01 0.05 0.01 0.001
H -2.7229 -0.6380 3.9349 -0.01 0.04 -0.01 0.001
H -3.4064 -1.9456 2.9538 0.01 0.00 0.05 0.001
H -4.1486 1.0230 2.6875 0.00 0.00 0.02 0.000
H -5.1219 -0.2085 3.4900 -0.01 -0.01 -0.01 0.000
H -4.8630 -0.3150 1.7564 0.00 0.00 -0.01 0.000
```
Forces are in eV/Å.

Output
Gap between HOMO and LUMO (spin up / spin down)   9.87 / 7.16 eV
Energy relative to the best compared isomer or geometry (same formula, charge and spin)   14.3 kJ/mol
Net charge   +3
Multiplicity   6
LUMO (spin up / spin down)   -0.2998 / -0.4017 hartree
Max |F|   0.015 hartree/bohr
<S²>   8.768

=====

ORCA calculation (ωB97M-V/def2-TZVPD) on a 4-piece molecular cluster, C16H28N4 overall in a non-equilibrium geometry.

```
48
Properties=species:S:1:pos:R:3:forces:R:3:lowdin_charge:R:1
C 4.9545 1.5463 5.3502 0.86 1.35 -0.01 -0.098
C 4.6879 2.8884 4.5975 -1.12 -2.99 -0.45 -0.279
C 4.3297 3.9963 5.5268 0.93 1.98 -1.68 -0.227
C 3.2073 3.7771 6.3947 1.07 -0.22 -0.04 -0.238
N 2.3402 3.5523 7.0957 -1.14 -0.18 0.75 0.153
H 4.1020 1.1026 5.8645 -0.22 -0.02 -0.57 0.070
H 5.6146 1.8383 6.1670 0.41 -0.33 0.14 0.065
H 5.4999 0.8736 4.6882 -0.35 -0.27 0.21 0.064
H 3.8484 2.7072 3.9263 -0.30 0.02 0.03 0.078
H 5.4734 3.0624 3.8621 0.39 0.57 0.62 0.110
H 4.0441 4.8013 4.8497 -0.34 0.40 0.07 0.118
H 5.2321 4.4307 5.9572 -0.21 -0.32 0.92 0.126
C -0.3127 -3.3766 -2.0781 -0.03 0.35 -0.33 -0.118
C -1.5798 -3.6405 -2.9484 0.64 -1.25 1.07 -0.234
C -1.8117 -5.2152 -3.1309 -1.48 1.72 -1.62 -0.147
C -3.1502 -5.4474 -3.8798 1.53 -0.18 1.02 -0.215
N -4.1172 -5.6952 -4.4525 0.28 0.23 0.21 0.114
H 0.5957 -3.9155 -2.3475 -0.29 -0.64 -0.24 0.068
H -0.4866 -3.5353 -1.0138 -0.09 -0.13 -0.02 0.066
H 0.0491 -2.3547 -2.1913 -0.47 0.26 0.05 0.044
H -1.5214 -3.0594 -3.8688 -0.11 -0.52 -0.19 0.083
H -2.4529 -3.2812 -2.4037 0.01 0.20 -0.05 0.093
H -1.8213 -5.7255 -2.1677 -0.09 0.03 -0.14 0.105
H -1.0447 -5.6262 -3.7873 0.07 -0.11 0.21 0.102
C -0.3853 -0.2384 -0.0968 1.27 0.57 0.58 -0.102
C 0.6866 0.0604 0.9847 0.85 -0.40 -0.66 -0.234
C 1.7110 1.1536 0.5906 -1.12 0.75 -0.15 -0.200
C 2.9829 1.0651 1.2811 1.83 -0.08 1.16 -0.217
N 4.0197 0.9886 1.8039 -1.68 0.10 -0.81 0.159
H -1.0096 0.6417 -0.2508 -0.33 -0.18 0.20 0.063
H -0.9368 -1.1277 0.2084 -0.23 0.22 -0.27 0.074
H 0.1276 -0.3988 -1.0451 -0.12 -0.30 -0.04 0.059
H 1.3758 -0.7742 1.1130 -0.66 -0.69 0.14 0.102
H 0.2239 0.2644 1.9503 0.14 0.15 -0.03 0.112
H 1.2557 2.1266 0.7754 0.24 0.26 0.08 0.118
H 1.9526 1.1641 -0.4723 -0.18 -0.34 -0.16 0.120
C -3.8796 0.4656 -1.8005 -1.05 1.86 -0.07 -0.100
C -4.3357 1.7297 -2.7056 2.08 -2.12 1.05 -0.200
C -4.0319 1.4048 -4.1740 -0.77 -0.21 -0.57 -0.183
C -3.5556 0.0382 -4.4689 -0.25 1.91 0.46 -0.248
N -3.1790 -0.9820 -4.7960 0.53 -1.50 -0.31 0.164
H -4.0914 0.8267 -0.7941 -0.34 -0.69 0.27 0.064
H -2.8090 0.2616 -1.7806 0.02 0.22 -0.63 0.047
H -4.4087 -0.4426 -2.0890 -0.08 0.10 0.35 0.068
H -3.6822 2.5152 -2.3260 -0.25 0.34 -0.35 0.095
H -5.3762 2.0133 -2.5468 0.15 -0.25 0.03 0.102
H -3.3554 2.1084 -4.6592 -0.02 -0.01 0.07 0.117
H -4.9797 1.4320 -4.7116 0.01 0.32 -0.29 0.114
```
Forces are in eV/Å.

Output
Gap between HOMO and LUMO   11.51 eV
Energy relative to the best compared isomer or geometry (same formula, charge and spin)   156.4 kJ/mol
Structure (SMILES)   CCCC#N.CCCC#N.CCCC#N.CCCC#N
Multiplicity   1
LUMO   0.0119 hartree
Max |F|   0.063 hartree/bohr

=====

Question: Which formula does entry 3 have?
Answer: C16H28FeN8OS2

=====

Question: The highest max |F| belongs to which entry?
Answer: C16H28N4